54
Properties=species:S:1:pos:R:3:forces:R:3:nbo_charge:R:1 method="wB97M-V/def2-TZVPD" total_charge=+1 mol_weight_g_mol=382.26 multiplicity=1 e_tot_ev=-44356.9863 homo_ev=-11.8
C -0.97731 2.07985 2.97143 -2.6 0.7 -1.4 -0.386
C -2.03300 2.57313 2.13909 1.6 -0.9 1.1 -0.247
C -1.83786 3.02296 0.56782 -0.3 3.0 4.4 -0.302
N -1.65944 1.77691 -0.20368 1.6 -1.1 0.5 -0.399
C -0.14647 1.56945 -0.34547 3.1 -1.2 0.3 -0.279
C 0.26837 0.48092 -1.45614 -0.9 -0.5 0.5 0.092
C 1.81996 0.01765 -1.32068 -0.2 -0.4 1.2 -0.424
C 1.92004 -1.61550 -1.19220 -0.4 0.2 0.0 -0.444
C 1.18814 -2.18008 0.14081 -1.6 0.0 -0.8 -0.077
O 1.51628 -3.59006 0.44444 -6.3 1.2 -0.8 -0.687
O -0.08585 0.99716 -2.77322 -0.6 0.6 1.1 -0.532
C -1.21321 1.91505 -2.72745 -0.8 0.5 0.4 -0.076
C -2.28072 1.55972 -1.52570 0.5 -1.0 -3.6 -0.474
B -3.75521 2.16162 -1.84167 -2.5 1.0 0.6 1.268
O -4.11738 2.83668 -3.08229 0.9 -3.0 1.8 -0.912
O -4.78147 1.96762 -0.80258 2.1 -0.8 -2.1 -0.756
C -5.10604 0.55496 -0.64583 -1.0 -1.5 1.0 -0.080
C -6.08123 0.29690 0.64581 0.5 -0.5 -0.4 -0.636
H 0.12149 2.38190 2.84845 -1.7 -1.0 -0.2 0.226
H -1.29127 1.34489 3.81801 0.8 2.0 -1.2 0.244
H -3.10414 2.65253 2.58155 1.9 -0.8 -1.1 0.245
H -2.72928 3.70265 0.36377 1.0 -1.5 -0.5 0.271
H -0.91519 3.73671 0.61494 -1.5 -1.7 -0.8 0.256
H -1.94986 0.97510 0.41316 0.0 1.1 -0.4 0.465
H 0.29919 1.19564 0.66627 -1.2 0.8 -1.7 0.261
H 0.42064 2.53487 -0.59602 -1.3 -1.2 0.3 0.250
H -0.40884 -0.45560 -1.27457 1.3 1.4 -0.2 0.172
H 2.49920 0.42806 -2.15682 -1.4 -0.7 1.2 0.261
H 2.19305 0.44760 -0.30051 -0.4 -0.6 -1.8 0.202
H 1.35778 -2.02405 -2.12277 1.2 0.4 1.6 0.214
H 3.01676 -1.96527 -1.16956 -2.0 0.8 -0.5 0.268
H 1.30481 -1.49018 1.06209 0.3 -1.1 -1.3 0.159
H 0.04347 -2.18696 -0.10101 1.8 0.3 0.5 0.149
H 0.64369 -3.92966 0.80077 1.3 0.3 -0.7 0.460
H -1.79517 1.85509 -3.71511 1.1 0.0 1.5 0.235
H -0.87066 3.02151 -2.60556 -0.5 -1.8 -0.2 0.194
H -2.43765 0.40307 -1.63893 0.3 2.0 0.3 0.271
H -4.28451 2.07725 -3.71316 0.1 1.4 0.5 0.510
H -5.61441 0.15032 -1.61024 0.7 0.8 1.6 0.191
H -4.18648 -0.12927 -0.46430 -1.1 1.3 -0.3 0.147
H -6.05149 -0.84563 0.86836 -0.2 2.0 -0.5 0.225
H -5.66890 0.80367 1.60745 -0.8 -0.6 -1.9 0.220
H -7.17185 0.59660 0.42321 1.9 -0.3 0.5 0.239
C 6.10362 -2.26172 2.40422 0.2 -0.4 0.6 -0.101
C 6.80575 -3.39792 1.67331 0.5 0.5 -0.1 -0.104
O 5.77430 -4.06556 0.94668 -0.7 0.5 0.0 -0.672
S 4.64711 -2.97987 0.50672 0.4 -0.7 0.8 2.506
O 4.91540 -2.58146 -0.84766 -0.4 -0.2 1.0 -0.893
O 3.35898 -3.45576 0.94529 5.7 1.0 0.1 -0.853
O 5.11940 -1.77454 1.49050 0.0 -0.4 -0.8 -0.690
H 5.58833 -2.62576 3.29781 0.1 0.0 0.0 0.193
H 6.79282 -1.46305 2.68345 -0.2 0.0 -0.2 0.215
H 7.30371 -4.08722 2.35616 -0.3 -0.1 -0.1 0.220
H 7.53259 -3.01291 0.95158 0.0 0.0 0.1 0.195